Version w
The following is a DFT calculation (ωB97M-V/def2-TZVPD) of the molecule C3H5N5.

Geometry as XYZ:
```
13
Properties=species:S:1:pos:R:3
N 1.2680 -0.0103 1.7420
N -0.7543 0.7289 -1.6990
N 1.0320 1.1138 -0.2890
N -0.1231 0.3822 -0.4426
N -1.2705 -1.5446 -0.1464
C 1.4665 0.9688 0.8503
C 0.3374 -0.8713 1.4982
C -0.4045 -0.7165 0.2632
H -0.6746 0.0017 -2.3381
H -1.7279 1.2737 -1.5577
H 2.5811 1.4751 0.8042
H 0.2739 -1.8505 2.1621
H -2.0040 -0.9509 -0.8472
```

Output
SMILES: [H]/N=c1/cncnn1N
LUMO level, eV: -0.3825
E_HOMO, eV: -8.8



Version x
The following is a DFT calculation (ωB97M-V/def2-TZVPD) of the molecule C3H5N5.

Geometry as XYZ:
```
13
Properties=species:S:1:pos:R:3
N 0.6245 -1.4142 0.0034
N -1.6559 -1.3065 0.0099
N 0.6934 1.4078 0.0412
N -0.4657 -0.6385 0.0097
N -1.6559 1.3195 -0.0225
C 1.7342 -0.7688 -0.0198
C 1.7446 0.6605 0.0110
C -0.5009 0.7561 0.0273
H 2.6542 -1.3455 -0.0145
H 2.7026 1.1759 -0.0495
H -2.2158 -1.0857 -0.7822
H -1.5296 2.3351 -0.0702
H -2.1296 -1.0956 0.8564
```

Output
SMILES: [H]/N=c1\nccnn1N
LUMO level, eV: -0.3053
E_HOMO, eV: -8.9



Stability comparison, relative energies in hartree: version w 0.0927; version x 0.0000